Record 1
Molecular formula: C3HN3O2
Method: DFT, wB97M-V/def2-TZVPD

Output
Charge ... 0
Frontier orbital gap ... 10.345 eV
HOMO energy ... -11.04 eV
Energy relative to the best compared isomer or geometry (same formula, charge and spin) ... 1.384 eV

Structure (XYZ):
```
9
Properties=species:S:1:pos:R:3:nbo_charge:R:1
N -1.178 1.192 -0.052 -0.170
O 0.267 1.359 0.026 -0.255
C 2.077 -0.220 -0.045 0.205
H -2.520 -1.701 -0.083 0.518
N 3.197 -0.545 -0.047 -0.205
C 0.680 0.067 0.091 0.429
N -0.207 -0.893 0.074 -0.452
C -1.380 -0.111 0.007 0.574
O -2.571 -0.733 -0.034 -0.644
```

---

Record 2
Molecular formula: C3HN3O2
Method: DFT, wB97M-V/def2-TZVPD

Output
Charge ... 0
Frontier orbital gap ... 11.108 eV
HOMO energy ... -11.23 eV
Energy relative to the best compared isomer or geometry (same formula, charge and spin) ... 2.572 eV

Structure (XYZ):
```
9
Properties=species:S:1:pos:R:3:nbo_charge:R:1
N -3.125 -2.275 0.290 -0.321
O -4.827 0.735 -0.122 -0.451
C -4.374 -0.325 -0.014 0.877
C -0.044 2.195 -0.009 0.844
O -0.552 3.235 0.005 -0.486
N 0.756 1.285 -0.120 -0.767
H 0.345 0.375 -0.416 0.409
C -2.325 -3.062 0.214 0.258
N -4.064 -1.435 0.284 -0.362
```

---

Record 3
Molecular formula: C3HN5O7
Method: DFT, wB97M-V/def2-TZVPD

Output
Charge ... 0
Frontier orbital gap ... 10.349 eV
HOMO energy ... -11.70 eV

Structure (XYZ):
```
16
Properties=species:S:1:pos:R:3:nbo_charge:R:1
N 1.162 -0.611 1.185 0.546
N -0.958 0.453 1.633 0.510
N -1.569 -1.195 -0.670 -0.191
O 1.552 1.798 -0.725 -0.344
O 0.950 -1.701 0.992 -0.277
O 2.115 -0.100 1.688 -0.350
O -1.907 1.128 1.321 -0.291
N 0.755 1.753 0.202 0.540
O -0.833 -0.270 2.598 -0.318
O -0.577 -1.519 -2.583 -0.208
C 0.101 -0.584 -1.986 0.088
H 0.898 0.020 -2.449 0.257
O 0.240 2.654 0.799 -0.283
N -1.604 -1.784 -1.806 0.111
C 0.154 0.347 0.614 0.188
C -0.479 -0.388 -0.813 0.023
```

---

Record 4
Molecular formula: C3HNO2
Method: DFT, wB97M-V/def2-TZVPD

Output
Charge ... 0
Frontier orbital gap (alpha / beta) ... 5.964 / 5.634 eV
HOMO energy (alpha / beta) ... -9.18 / -9.06 eV
Energy relative to the best compared isomer or geometry (same formula, charge and spin) ... 6.186 eV

Structure (XYZ):
```
7
Properties=species:S:1:pos:R:3:nbo_charge:R:1
O 0.329 1.515 -0.084 -0.137
C -1.149 0.102 0.025 0.559
H 2.180 -1.538 0.023 0.242
N -1.005 1.479 -0.223 0.005
C 0.382 -0.097 0.170 -0.106
O -2.108 -0.614 0.031 -0.425
C 1.371 -0.846 0.057 -0.140
```

---

Record 5
Molecular formula: C3HNO2
Method: DFT, wB97M-V/def2-TZVPD

Output
Charge ... 0
Frontier orbital gap ... 8.478 eV
HOMO energy ... -10.01 eV
Energy relative to the best compared isomer or geometry (same formula, charge and spin) ... 3.492 eV

Structure (XYZ):
```
7
Properties=species:S:1:pos:R:3:nbo_charge:R:1
O -0.861 -0.321 -1.547 -0.407
H 1.930 -1.010 0.074 0.448
N -2.000 0.991 1.452 -0.198
C -0.483 -0.025 -0.437 0.388
C 0.887 -0.422 0.002 0.150
O 1.921 0.298 -0.082 -0.532
C -1.352 0.515 0.613 0.151
```

---

Record 6
Molecular formula: C3HO2Pb
Method: DFT, wB97M-V/def2-TZVPD

Output
Charge ... +1
Frontier orbital gap ... 6.141 eV
HOMO energy ... -12.86 eV
Energy relative to the best compared isomer or geometry (same formula, charge and spin) ... 1.853 eV

Structure (XYZ):
```
7
Properties=species:S:1:pos:R:3:mulliken_charge:R:1
C 1.862 -1.116 1.232 -0.300
O 0.176 -1.015 -0.558 -0.609
H 2.496 -1.292 2.079 0.383
C 1.125 -1.185 0.258 0.285
O -2.171 2.966 -0.482 -0.003
Pb -1.369 -0.300 -1.589 1.071
C -2.120 1.942 -0.940 0.172
```

---

Repeat the sixth record exactly.
Molecular formula: C3HO2Pb
Method: DFT, wB97M-V/def2-TZVPD

Output
Charge ... +1
Frontier orbital gap ... 6.141 eV
HOMO energy ... -12.86 eV
Energy relative to the best compared isomer or geometry (same formula, charge and spin) ... 1.853 eV

Structure (XYZ):
```
7
Properties=species:S:1:pos:R:3:mulliken_charge:R:1
C 1.862 -1.116 1.232 -0.300
O 0.176 -1.015 -0.558 -0.609
H 2.496 -1.292 2.079 0.383
C 1.125 -1.185 0.258 0.285
O -2.171 2.966 -0.482 -0.003
Pb -1.369 -0.300 -1.589 1.071
C -2.120 1.942 -0.940 0.172
```

---

Repeat the fifth record exactly.
Molecular formula: C3HNO2
Method: DFT, wB97M-V/def2-TZVPD

Output
Charge ... 0
Frontier orbital gap ... 8.478 eV
HOMO energy ... -10.01 eV
Energy relative to the best compared isomer or geometry (same formula, charge and spin) ... 3.492 eV

Structure (XYZ):
```
7
Properties=species:S:1:pos:R:3:nbo_charge:R:1
O -0.861 -0.321 -1.547 -0.407
H 1.930 -1.010 0.074 0.448
N -2.000 0.991 1.452 -0.198
C -0.483 -0.025 -0.437 0.388
C 0.887 -0.422 0.002 0.150
O 1.921 0.298 -0.082 -0.532
C -1.352 0.515 0.613 0.151
```